No. 1
# C17H15ClN2S

A single C17H15ClN2S molecule (wB97M-V/def2-TZVPD, the Open Molecules 2025 dataset).

As for the multiplicity: 1. As for the HOMO energy: -8.10 eV. As for the HOMO-LUMO gap: 8.8 eV. Its molar mass is 314.8 u.

Last column: Löwdin charge in e.
Atoms and positions in Å:
C 0.548391 4.010880 -0.051970  -0.04
N 0.719111 2.588369 -0.095562  -0.21
N 1.920173 2.036327 -0.014580  0.14
C 1.749359 0.722474 -0.079450  -0.21
C 2.893127 -0.180734 -0.029900  -0.17
C 4.092382 0.211370 -0.622548  -0.03
C 5.191229 -0.624940 -0.598842  -0.08
C 5.111307 -1.862610 0.019317  -0.09
C 3.929913 -2.251769 0.626895  -0.08
C 2.826575 -1.417704 0.606090  -0.04
C 0.370934 0.406875 -0.212537  -0.22
C -0.204526 -0.952391 -0.391685  -0.42
S -1.625931 -1.036191 -1.542452  0.95
C -3.065681 -0.912470 -0.520318  -0.57
C -3.054644 -0.570504 0.824013  -0.15
C -4.248228 -0.495072 1.521609  -0.09
C -5.452700 -0.750387 0.891390  -0.10
C -5.462425 -1.085315 -0.453892  -0.09
C -4.277842 -1.167959 -1.156766  -0.13
C -0.244233 1.646522 -0.219534  -0.61
Cl -1.880990 2.124024 -0.367434  0.79
H 0.098745 4.369772 -0.979371  0.09
H 1.534443 4.451457 0.074079  0.09
H -0.093079 4.292652 0.784535  0.09
H 4.141359 1.177993 -1.098892  0.11
H 6.114471 -0.313524 -1.065243  0.10
H 5.969163 -2.518627 0.033960  0.10
H 3.867569 -3.209115 1.123785  0.10
H 1.920524 -1.717028 1.110829  0.11
H 0.547398 -1.597011 -0.850732  0.08
H -0.523947 -1.406395 0.547510  0.08
H -2.133346 -0.344628 1.338759  0.09
H -4.229797 -0.226350 2.567951  0.10
H -6.378494 -0.685706 1.442904  0.10
H -6.396986 -1.284155 -0.957270  0.10
H -4.273319 -1.428124 -2.204637  0.10

Forces on atoms 1 to 2 (eV/Å):
C -0.0542 0.4747 0.0036
N -0.4340 -0.5825 -0.0808

No. 2
# C2H5N2PS

A single C2H5N2PS molecule (wB97M-V/def2-TZVPD, the Open Molecules 2025 dataset).

As for the multiplicity: 1. Its energy above the lowest of the compared OMol25 structures with the same formula, charge and spin is 71.57 kcal/mol. As for the HOMO energy (spin up / spin down): -9.19 / -8.38 eV. As for the HOMO-LUMO gap (spin up / spin down): 8.3 / 5.6 eV. Its molar mass is 120.1 u.

Last column: Löwdin charge in e.
Atoms and positions in Å:
C 1.283572 -0.131283 -0.140772  -0.93
C -0.915710 0.656691 0.133546  -0.56
N 0.489028 0.830917 0.372686  -0.12
N 0.873430 -0.815518 -1.144942  0.07
P -1.644951 -0.883751 0.941107  0.75
S 2.857495 -0.386868 0.741671  0.68
H -1.509988 1.544779 0.434461  0.07
H -0.863875 0.467930 -1.010175  0.09
H 0.836397 1.145381 1.238910  0.08
H 1.391761 -1.501694 -1.617626  0.03
H -2.797163 -0.926585 0.051137  -0.16

Forces on atoms 1 to 2 (eV/Å):
C 1.0178 -1.8136 -1.2486
C -0.5872 -0.1904 -1.9682

No. 3
# C4H6N2S2

A single C4H6N2S2 molecule (wB97M-V/def2-TZVPD, the Open Molecules 2025 dataset).

As for the multiplicity: 1. Its energy above the lowest of the compared OMol25 structures with the same formula, charge and spin is 44.02 kcal/mol. As for the HOMO energy: -8.48 eV. As for the HOMO-LUMO gap: 9.2 eV. Its molar mass is 146.2 u.

Last column: Löwdin charge in e.
Atoms and positions in Å:
H -3.439667 0.000047 0.021584  0.03
N -2.735185 -0.685704 0.158991  0.09
C -1.584670 -0.403506 -0.240026  -0.83
N -0.659477 -1.375772 -0.034094  -0.36
S 0.744201 -1.503974 -0.960132  0.91
C 1.588524 -0.037535 -0.407687  -0.57
C 1.198463 0.548774 0.869632  -0.19
C 0.656874 1.191372 -0.391702  -0.56
S -1.027491 1.124642 -1.005296  0.95
H -1.040006 -2.218314 0.363629  0.10
H 2.639748 0.133749 -0.715886  0.12
H 1.961034 1.043776 1.441287  0.10
H 0.582544 0.023216 1.573094  0.10
H 1.115102 2.159224 -0.673388  0.10

Forces on atoms 1 to 2 (eV/Å):
H -0.4502 0.8937 0.0044
N -1.0402 -0.5090 0.1268